Density functional theory data (ωB97M-V/def2-TZVPD) for the molecule C3H4N2S at a distorted geometry.

Each line ends with the Löwdin charge.
Atoms and positions in Å:
S (0.383, -1.873, 1.772)  0.799
C (0.048, -0.476, 0.752)  -0.762
N (-0.726, 0.512, 1.145)  0.033
C (-0.763, 1.357, 0.083)  -0.180
C (-0.045, 0.860, -0.978)  -0.134
N (0.421, -0.342, -0.574)  0.034
H (1.017, -2.543, 0.795)  -0.147
H (-1.441, 2.256, 0.084)  0.114
H (0.078, 1.201, -1.984)  0.101
H (1.028, -0.951, -1.095)  0.142

Calculated values
- Frontier orbital gap: 8.76 eV
- E_HOMO: -8.1892 eV
- Charge: 0
- SMILES string: Sc1ncc[nH]1

Density functional theory data (ωB97M-V/def2-TZVPD) for the molecule C3H4N2S2 at a distorted geometry.

Each line ends with the Löwdin charge.
Atoms and positions in Å:
S (1.849, 2.145, 0.769)  0.774
N (0.305, 1.296, 0.924)  -0.330
C (0.107, 0.233, 0.094)  -0.555
C (-0.957, -0.769, 0.283)  -0.109
C (-1.009, -1.541, -0.857)  -0.389
S (0.292, -1.114, -1.937)  0.935
N (0.877, 0.054, -0.979)  -0.365
H (2.035, 1.426, -0.222)  -0.244
H (-0.062, 1.474, 1.876)  0.099
H (-1.726, -0.874, 1.114)  0.124
H (-1.711, -2.331, -1.065)  0.059

Calculated values
- Frontier orbital gap: 8.55 eV
- E_HOMO: -7.9260 eV
- Charge: 0
- SMILES string: SNc1ccsn1

Density functional theory data (ωB97M-V/def2-TZVPD) for the molecule C3H4N2S2 at a distorted geometry.

Each line ends with the Löwdin charge.
Atoms and positions in Å:
C (1.829, -1.985, 0.275)  -0.276
C (0.818, -1.221, 0.507)  -0.393
C (-1.171, 0.548, 0.382)  -0.358
N (3.162, -1.621, 0.504)  -0.021
N (3.765, -0.653, 0.311)  -0.615
S (3.944, 0.814, -0.076)  0.636
S (0.564, 0.368, 0.970)  0.835
H (1.918, -3.084, 0.154)  0.108
H (-1.806, 0.207, 1.192)  0.030
H (-1.472, 0.180, -0.557)  0.030
H (-1.250, 1.635, 0.431)  0.023

Calculated values
- Frontier orbital gap (spin up / spin down): 7.75 / 6.39 eV
- E_HOMO (spin up / spin down): -8.2300 / -7.6635 eV
- Charge: 0

Density functional theory data (ωB97M-V/def2-TZVPD) for the ion C3H4N3 with charge +1 at a distorted geometry.

Each line ends with the Löwdin charge.
Atoms and positions in Å:
C (1.377, 0.642, 0.389)  -0.051
C (1.699, -1.627, 0.655)  0.321
C (-1.465, 0.560, -0.328)  -0.080
N (0.582, 1.256, -0.286)  0.088
N (-0.460, 1.414, -0.819)  0.064
N (1.838, -0.535, 0.327)  0.137
H (1.991, -2.654, 0.882)  0.157
H (-2.303, 0.977, 0.363)  0.136
H (-1.005, -0.383, 0.034)  0.078
H (-2.253, 0.350, -1.217)  0.150

Calculated values
- Frontier orbital gap: 7.78 eV
- E_HOMO: -14.3809 eV
- Charge: +1

One value per record, in order, for energy above the lowest of the compared OMol25 structures with the same formula, charge and spin: 51.48; 166.04; 580.19; 439.15 kJ/mol.